No. 1
Here is a molecular structure, C30H25B3F12Mn2N5O10 in a non-equilibrium geometry from OMol25. Energies are from ωB97M-V/def2-TZVPD.

Structure (ORCA input):
```
! RIJCOSX wB97M-V def2-TZVPD def2/J DEFGRID3
* xyz 1 11
Mn -2.0522 -1.7543 1.1055
Mn 3.2107 -0.9962 2.1883
B 0.9544 -0.1464 1.3272
F 0.6627 1.1469 1.5572
F -0.1258 -0.8380 0.6774
F 2.1152 -0.3559 0.5499
F 1.1452 -0.8474 2.5692
B -3.1852 -0.3386 2.9780
F -3.8000 -1.0334 1.8465
F -3.7115 -0.7328 4.1631
F -1.8021 -0.8400 2.8493
F -3.1263 1.0056 2.8049
B 5.2627 -0.1925 1.2224
F 6.3143 0.2179 0.5260
F 4.2591 0.7646 1.4223
F 4.6136 -1.4007 0.7113
F 5.6417 -0.6732 2.5127
C -0.4772 2.2612 6.9393
C 0.7729 2.5729 7.4617
C 1.9233 2.2951 6.7596
C 1.8123 1.6669 5.5340
C 0.5879 1.3472 5.0013
C -0.5673 1.6257 5.7136
N 3.0175 1.3837 4.7957
O 3.9880 2.0636 4.9562
O 2.9788 0.4208 4.0097
H -1.3866 2.5224 7.4634
H 0.8177 2.9913 8.4588
H 2.8992 2.4483 7.2004
H 0.4977 1.0094 3.9758
H -1.5066 1.3252 5.2679
C -3.8069 0.2319 -5.0077
C -2.5506 0.8153 -4.9528
C -1.9628 0.9961 -3.7074
C -2.5781 0.5070 -2.5802
C -3.8563 0.0002 -2.6008
C -4.4335 -0.1931 -3.8474
N -1.8988 0.6788 -1.2981
O -2.4517 0.2001 -0.3070
O -0.8221 1.2146 -1.2677
H -4.2535 -0.0107 -5.9641
H -2.0049 1.0593 -5.8527
H -1.0434 1.5587 -3.6094
H -4.4012 -0.3452 -1.7365
H -5.4042 -0.6653 -3.9254
C 2.9113 -5.5101 -4.3816
C 3.5118 -4.3686 -3.8928
C 3.1932 -3.9515 -2.6074
C 2.3883 -4.7505 -1.8225
C 1.8736 -5.9518 -2.2695
C 2.0817 -6.3117 -3.5928
N 2.0954 -4.3128 -0.4591
O 2.0124 -3.1087 -0.2634
O 1.9728 -5.1593 0.4027
H 3.1087 -5.9456 -5.3573
H 4.2925 -3.8744 -4.4518
H 3.6667 -3.0604 -2.2162
H 1.1910 -6.5052 -1.6368
H 1.6015 -7.2083 -3.9541
C 0.7702 -1.8272 -5.3645
C -0.3732 -2.6010 -5.5943
C -1.2807 -2.7688 -4.5694
C -0.9209 -2.4232 -3.2740
C 0.1985 -1.6407 -3.0539
C 1.0470 -1.3196 -4.1038
N -1.8224 -2.7235 -2.1828
O -1.5947 -2.1508 -1.1066
O -2.6989 -3.5226 -2.3381
H 1.3132 -1.5280 -6.2539
H -0.6462 -2.8722 -6.6036
H -2.2365 -3.2394 -4.7652
H 0.5119 -1.3663 -2.0514
H 1.8153 -0.5633 -4.0225
C -0.0880 4.1809 2.2292
C -0.8276 3.9381 1.0763
C -1.8349 4.8188 0.7100
C -2.1085 5.9097 1.5066
C -1.4107 6.1492 2.6778
C -0.3454 5.3197 2.9866
N -3.1389 6.8751 1.1013
O -3.8254 7.3674 1.9680
O -3.2216 7.1095 -0.0887
H 0.7843 3.5737 2.4325
H -0.5597 3.1066 0.4408
H -2.3912 4.6167 -0.1962
H -1.6000 7.0463 3.2506
H 0.3176 5.5871 3.8002
*
```

Properties
* energy above the lowest of the compared OMol25 structures with the same formula, charge and spin: 0.000 eV
* max |F|: 2.34 eV/Å
* LUMO energy (spin up / spin down): -0.1626 / -0.1664 Ha
* <S²>: 30.00



No. 2
Here is a molecular structure, C3H7N2O2 in a non-equilibrium geometry from OMol25. Energies are from ωB97M-V/def2-TZVPD.

Structure (ORCA input):
```
! RIJCOSX wB97M-V def2-TZVPD def2/J DEFGRID3
* xyz 1 1
C 1.6583 -1.1163 0.8454
C 1.3656 -1.5780 -0.3869
C 0.8095 -0.0376 1.1695
N 0.0052 0.3768 0.2510
N -1.9757 1.7766 -0.3182
O 0.1128 -0.3367 -0.8699
O 1.5148 -2.5234 -1.2110
H 2.4094 -1.6048 1.4367
H 0.7801 0.5780 2.1822
H -1.2321 1.0626 0.2572
H -1.3865 2.4978 -0.4396
H -2.7812 2.1532 0.3165
H -2.3127 1.2587 -1.1575
H 1.0325 -2.5069 -2.0753
*
```

Properties
* energy above the lowest of the compared OMol25 structures with the same formula, charge and spin: 3.368 eV
* max |F|: 6.24 eV/Å
* LUMO energy: -0.1137 Ha



No. 3
Here is a molecular structure, C38H48ClN5O4Pb in a non-equilibrium geometry from OMol25. Energies are from ωB97M-V/def2-TZVPD.

Structure (ORCA input):
```
! RIJCOSX wB97M-V def2-TZVPD def2/J DEFGRID3
* xyz 0 1
Pb 0.5415 -0.2843 -0.0505
C -8.1163 -1.0658 0.5845
O -6.8153 -0.9776 0.0429
C -6.5497 -1.6975 -1.0855
C -7.4796 -2.4457 -1.7811
C -7.0937 -3.1647 -2.9087
C -5.7774 -3.1421 -3.3225
C -4.8358 -2.3925 -2.6254
C -5.2098 -1.6500 -1.5134
N -4.3412 -0.8757 -0.7385
C -2.9627 -0.7015 -0.9119
N -2.6344 -0.3542 -2.1719
C -1.4447 0.0059 -2.8670
C -0.1647 0.1240 -2.3239
C 0.8363 0.5162 -3.2286
C 0.5963 0.7907 -4.5607
C -0.6897 0.6749 -5.0728
C -1.7040 0.2748 -4.2285
O -3.0111 0.1127 -4.6320
C -3.2948 0.2386 -6.0076
N -2.1396 -0.8502 0.0657
C -2.6338 -1.0128 1.3709
C -3.2589 0.0920 1.9667
C -3.7318 0.0772 3.2643
C -3.5808 -1.0740 4.0237
C -2.9695 -2.1757 3.4612
C -2.5002 -2.1777 2.1465
O -2.0093 -3.3918 1.7689
C -1.3374 -3.6003 0.5347
H -8.0974 -0.4887 1.5054
H -8.3847 -2.1005 0.8137
H -8.8610 -0.6388 -0.0927
H -8.5100 -2.4799 -1.4565
H -7.8292 -3.7479 -3.4458
H -5.4651 -3.7151 -4.1852
H -3.8017 -2.4103 -2.9408
H -4.6584 -0.7588 0.2124
H -3.4321 -0.2946 -2.7885
H 1.8529 0.6148 -2.8606
H 1.4015 1.0955 -5.2187
H -0.8816 0.8969 -6.1131
H -4.3437 -0.0235 -6.1262
H -2.6839 -0.4425 -6.6062
H -3.1377 1.2622 -6.3595
H -3.3661 0.9851 1.3600
H -4.2078 0.9565 3.6810
H -3.9308 -1.1140 5.0471
H -2.8369 -3.0907 4.0252
H -1.1102 -4.6648 0.5130
H -0.4116 -3.0251 0.4870
H -1.9574 -3.3481 -0.3244
C 1.8009 -1.3480 6.8756
C 0.4893 -1.5572 6.1196
N 0.2941 -0.6265 5.0218
C -0.2663 0.6770 5.3391
C 0.7460 1.8225 5.2574
C 0.6334 -0.9230 3.7292
C 1.3147 -2.2393 3.4693
N 0.4065 -0.1726 2.7156
H 1.9098 -2.1141 7.6453
H 1.8199 -0.3714 7.3612
H 2.6526 -1.4068 6.1980
H -0.3474 -1.4423 6.8137
H 0.4427 -2.5774 5.7408
H -0.6692 0.6254 6.3512
H -1.1058 0.8765 4.6678
H 1.5957 1.6321 5.9130
H 0.2682 2.7542 5.5688
H 1.1235 1.9377 4.2421
H 2.1234 -2.4265 4.1751
H 1.7231 -2.2092 2.4624
H 0.5902 -3.0550 3.5309
H -0.0937 0.6865 2.9056
Cl 5.0537 -0.2841 5.1436
C 4.4594 0.1087 3.5503
C 4.7302 -0.7384 2.4881
C 4.2059 -0.4571 1.2391
C 3.3998 0.6723 1.0054
C 2.7499 0.8794 -0.2744
C 3.1995 1.5336 2.0990
C 3.7180 1.2624 3.3508
H 5.3491 -1.6138 2.6373
H 4.4161 -1.1285 0.4143
H 3.2207 0.3400 -1.0950
H 2.5654 1.9210 -0.5383
H 2.6143 2.4366 1.9536
H 3.5519 1.9446 4.1747
C -1.3470 3.5769 1.8365
O -0.6952 2.3220 1.5348
C -0.3397 1.9511 0.3542
C -0.5632 2.8698 -0.7825
H -2.2341 3.7051 1.2192
H -0.6670 4.4144 1.6933
H -1.6319 3.5114 2.8823
H -0.8283 3.8969 -0.5266
H -1.3523 2.4245 -1.3977
H 0.3234 2.8554 -1.4177
*
```

Properties
* energy above the lowest of the compared OMol25 structures with the same formula, charge and spin: 1.269 eV
* max |F|: 1.38 eV/Å
* LUMO energy: 0.0081 Ha



No. 4
Here is a molecular structure, C54H46N3O4PtS2 in a non-equilibrium geometry from OMol25. Energies are from ωB97M-V/def2-TZVPD.

Structure (ORCA input):
```
! RIJCOSX wB97M-V def2-TZVPD def2/J DEFGRID3
* xyz 1 1
Pt -0.4703 -0.1171 0.7075
C -1.7168 7.6919 -2.9281
C -1.3754 6.3210 -2.4187
C -2.3431 5.3128 -2.3860
C -2.0434 4.0474 -1.9202
C -0.7553 3.7900 -1.4642
C 0.2205 4.7782 -1.4699
C -0.0948 6.0368 -1.9565
S -0.1929 2.2039 -0.9389
O -1.2286 1.6939 0.1159
C -0.5388 1.2277 -2.3896
C -1.8446 0.7258 -2.5936
C -2.1132 0.0278 -3.7285
C -1.0884 -0.2317 -4.6781
C -1.3547 -0.9518 -5.8667
C -0.3552 -1.2269 -6.7550
C 0.9608 -0.7874 -6.4991
C 1.2438 -0.0672 -5.3736
C 0.2252 0.2325 -4.4353
C 0.4876 1.0043 -3.2620
C 1.8249 1.6404 -3.0874
C 2.0838 2.8393 -3.8328
C 1.1059 3.4285 -4.6736
C 1.3699 4.5909 -5.3410
C 2.6249 5.2212 -5.2128
C 3.5851 4.6758 -4.4093
C 3.3363 3.4800 -3.6949
C 4.3129 2.9255 -2.8253
C 4.0429 1.8046 -2.1083
C 2.7891 1.1616 -2.2458
S 2.4100 -0.1434 -1.0641
O 2.5820 0.5313 0.2568
C 3.8468 -1.1766 -1.2900
C 4.7962 -1.2395 -0.2879
C 5.8787 -2.0955 -0.4439
C 6.0121 -2.8899 -1.5775
C 7.1676 -3.8407 -1.7217
C 5.0314 -2.8119 -2.5686
C 3.9463 -1.9666 -2.4277
H -2.6056 7.6719 -3.5565
H -0.8940 8.1135 -3.5047
H -1.9142 8.3695 -2.0950
H -3.3430 5.5272 -2.7420
H -2.7980 3.2729 -1.9126
H 1.2211 4.5546 -1.1185
H 0.6673 6.8060 -1.9793
H -2.6014 0.8875 -1.8374
H -3.1104 -0.3511 -3.9197
H -2.3708 -1.2729 -6.0583
H -0.5689 -1.7797 -7.6603
H 1.7468 -1.0130 -7.2075
H 2.2527 0.2826 -5.1945
H 0.1376 2.9563 -4.7806
H 0.6116 5.0312 -5.9754
H 2.8249 6.1358 -5.7552
H 4.5524 5.1515 -4.3036
H 5.2709 3.4222 -2.7317
H 4.7675 1.3935 -1.4173
H 4.6733 -0.6257 0.5954
H 6.6324 -2.1481 0.3327
H 8.0184 -3.5240 -1.1201
H 7.4906 -3.9154 -2.7596
H 6.8843 -4.8428 -1.3933
H 5.1205 -3.4273 -3.4556
H 3.1817 -1.9195 -3.1965
C -6.2294 -5.8982 -2.4128
C -5.0843 -5.2018 -3.1011
C -5.1209 -5.0435 -4.4833
C -4.0985 -4.4032 -5.1646
C -3.0109 -3.9228 -4.4573
C -2.9610 -4.0710 -3.0779
N -1.8380 -3.5325 -2.3831
C -0.9908 -4.2940 -1.6296
C -0.8685 -5.6717 -1.8938
C 0.0132 -6.4510 -1.1844
C 0.8193 -5.9099 -0.1773
C 0.6986 -4.5751 0.1146
C -0.2010 -3.7561 -0.5884
C -0.3205 -2.3781 -0.1653
O 0.2215 -1.9686 0.9379
O -0.9502 -1.4526 -0.8201
C -3.9933 -4.7006 -2.3768
C -3.9277 -4.8029 -0.8771
H -6.9927 -6.1813 -3.1353
H -6.7027 -5.2596 -1.6653
H -5.8995 -6.8049 -1.9022
H -5.9703 -5.4314 -5.0322
H -4.1412 -4.3002 -6.2412
H -2.1705 -3.4578 -4.9546
H -1.8027 -2.5329 -2.2498
H -1.4735 -6.1039 -2.6801
H 0.0895 -7.5045 -1.4232
H 1.5190 -6.5322 0.3620
H 1.2940 -4.1237 0.8964
H -3.2143 -5.5651 -0.5533
H -4.8932 -5.0560 -0.4489
H -3.6010 -3.8564 -0.4421
N 0.5483 1.9244 6.4182
C 0.3017 1.5045 5.1584
C 0.0563 0.1530 4.8718
C -0.1938 -0.2307 3.5817
N -0.2445 0.6398 2.5584
C 0.0094 1.9326 2.8191
C 0.2740 2.4004 4.0789
H 0.6242 1.2711 7.1759
H 0.7731 2.8839 6.6064
H 0.0691 -0.5935 5.6539
H -0.3663 -1.2678 3.3286
H -0.0256 2.5995 1.9714
H 0.4625 3.4550 4.2256
*
```

Properties
* energy above the lowest of the compared OMol25 structures with the same formula, charge and spin: 0.069 eV
* max |F|: 1.14 eV/Å
* LUMO energy: -0.0814 Ha



No. 5
Here is a single C12H27ClSi molecule in a non-equilibrium geometry from OMol25. Energies are from ωB97M-V/def2-TZVPD.

Structure (ORCA input):
```
! RIJCOSX wB97M-V def2-TZVPD def2/J DEFGRID3
* xyz 0 1
C 1.8445 0.1905 3.9812
C 1.5050 1.6090 3.4719
C 0.6771 1.6675 2.1882
C 1.3162 1.1840 0.9126
Si 0.1475 0.6165 -0.4401
Cl -1.2427 -0.4569 0.6092
C 0.9173 -0.4348 -1.8524
C 0.7355 -1.9674 -1.8122
C 1.0015 -2.6205 -0.4477
C 2.5083 -2.8046 -0.1893
C -0.9694 1.9901 -1.1588
C -2.4703 1.5653 -1.1898
C -2.7085 0.4007 -2.1144
C -4.1456 -0.0817 -2.2237
H 2.1989 0.2018 5.0271
H 2.5611 -0.3421 3.3389
H 0.8902 -0.3908 4.0324
H 2.4776 2.1210 3.3218
H 0.9426 2.1184 4.2735
H 0.3268 2.6876 2.0146
H -0.2395 1.0802 2.3577
H 1.9606 1.9707 0.5094
H 1.9504 0.3172 1.1305
H 1.9456 -0.1790 -1.8649
H 0.4461 0.0014 -2.7545
H 1.3025 -2.4912 -2.5961
H -0.3473 -2.1811 -2.0416
H 0.5698 -2.0085 0.3643
H 0.5183 -3.6060 -0.3722
H 2.7263 -3.1259 0.8280
H 3.0659 -1.9006 -0.4004
H 2.8631 -3.5896 -0.8495
H -0.8025 2.8829 -0.5964
H -0.5692 2.1080 -2.1494
H -2.8412 1.3045 -0.1940
H -3.0592 2.4539 -1.4981
H -2.1037 -0.4259 -1.7729
H -2.2855 0.7149 -3.0734
H -4.8178 0.7445 -2.0661
H -4.3534 -0.4741 -3.2160
H -4.4430 -0.8499 -1.4874
*
```

Properties
* structure (SMILES): CCCC[Si](Cl)(CCCC)CCCC
* max |F|: 1.81 eV/Å
* LUMO energy: 0.0325 Ha